A cluster of 9 separate species, C66H146N4O19 in total, computed with ωB97M-V/def2-TZVPD.

E_LUMO = 0.50 eV
orbital gap = 9.03 eV
DFT total energy = -115655.7926 eV
SMILES string = CC1(C)CCCC(C)(C)N1O.CC1(C)CCCC(C)(C)N1O.CC1(C)CCCC(C)(C)N1O.CC1(C)CCCC(C)(C)N1O.COCCOCCOC.COCCOCCOC.COCCOCCOC.COCCOCCOC.COCCOCCOC
net charge = 0
HOMO = -0.314 Ha

Last column: Löwdin charge in e.
Element x y z (Å)
1 C 17.654 14.747 12.738  -0.024
2 C 16.932 13.394 12.622  -0.463
3 C 17.751 12.402 11.746  -0.026
4 C 16.740 12.792 14.064  -0.106
5 C 15.526 11.853 14.229  -0.162
6 C 14.283 12.475 13.561  -0.114
7 C 14.418 12.794 12.053  -0.502
8 C 14.659 11.592 11.163  -0.015
9 C 13.190 13.626 11.728  -0.022
10 N 15.608 13.707 12.012  -0.110
11 O 15.839 14.251 10.711  -0.026
12 H 18.441 14.704 13.515  0.070
13 H 18.256 15.027 11.854  0.092
14 H 16.920 15.522 13.052  0.077
15 H 18.776 12.403 12.070  0.061
16 H 17.440 11.353 11.752  0.076
17 H 17.788 12.722 10.646  0.101
18 H 17.693 12.263 14.289  0.114
19 H 16.679 13.579 14.817  0.090
20 H 15.842 10.875 13.811  0.113
21 H 15.348 11.626 15.248  0.079
22 H 14.045 13.449 13.990  0.102
23 H 13.464 11.722 13.702  0.137
24 H 13.751 11.107 10.737  0.101
25 H 15.163 10.783 11.654  0.065
26 H 15.199 11.954 10.308  0.065
27 H 12.337 13.044 12.032  0.084
28 H 13.009 13.894 10.690  0.088
29 H 13.279 14.575 12.234  0.064
30 H 16.110 13.511 10.168  0.051
31 C 18.171 22.019 19.883  -0.044
32 C 17.154 21.379 20.743  -0.586
33 C 15.852 22.114 20.595  -0.029
34 C 16.981 19.993 20.265  -0.142
35 C 16.114 19.077 21.163  -0.158
36 C 16.768 19.124 22.557  -0.146
37 C 16.884 20.528 23.151  -0.456
38 C 15.439 21.162 23.539  0.000
39 C 17.712 20.495 24.453  -0.058
40 N 17.684 21.295 22.145  -0.064
41 O 17.874 22.663 22.546  -0.057
42 H 19.137 21.471 20.044  0.111
43 H 17.976 21.836 18.813  0.073
44 H 18.298 23.080 20.090  0.090
45 H 15.692 22.301 19.479  0.093
46 H 14.928 21.670 21.007  0.075
47 H 15.903 23.073 21.211  0.105
48 H 16.558 20.074 19.256  0.115
49 H 17.933 19.441 20.327  0.118
50 H 14.992 19.272 21.132  0.113
51 H 16.179 18.053 20.815  0.066
52 H 17.733 18.555 22.569  0.128
53 H 16.226 18.523 23.271  0.099
54 H 15.297 21.050 24.640  0.085
55 H 14.662 20.537 23.053  0.059
56 H 15.280 22.163 23.161  0.055
57 H 18.772 20.309 24.292  0.074
58 H 17.428 19.784 25.250  0.086
59 H 17.636 21.522 24.912  0.090
60 H 18.848 22.827 22.541  0.123
61 C 13.086 17.505 23.364  -0.021
62 C 11.914 17.172 22.507  -0.556
63 C 10.657 17.777 23.176  -0.036
64 C 12.013 17.901 21.198  -0.157
65 C 12.962 17.240 20.217  -0.163
66 C 12.571 15.803 19.945  -0.126
67 C 12.491 15.011 21.236  -0.488
68 C 11.660 13.699 21.064  -0.022
69 C 13.842 14.756 21.774  -0.030
70 N 11.628 15.803 22.210  -0.026
71 O 11.791 15.069 23.481  -0.039
72 H 13.260 16.781 24.154  0.064
73 H 14.060 17.490 22.846  0.076
74 H 13.087 18.464 23.775  0.072
75 H 10.560 17.703 24.260  0.073
76 H 10.514 18.828 22.981  0.074
77 H 9.728 17.204 22.868  0.104
78 H 11.015 18.147 20.826  0.125
79 H 12.435 18.894 21.413  0.123
80 H 12.875 17.854 19.281  0.116
81 H 13.935 17.394 20.763  0.090
82 H 13.344 15.406 19.340  0.094
83 H 11.618 15.764 19.384  0.136
84 H 10.698 13.881 20.672  0.059
85 H 11.594 13.143 22.010  0.083
86 H 12.062 13.039 20.262  0.091
87 H 14.499 15.540 21.374  0.065
88 H 14.185 13.875 21.229  0.093
89 H 13.957 14.631 22.832  0.068
90 H 10.978 14.621 23.527  0.067
91 C 20.643 17.109 19.360  -0.026
92 C 19.647 15.940 19.382  -0.512
93 C 20.423 14.605 19.622  -0.009
94 C 18.694 16.122 20.521  -0.145
95 C 17.313 15.480 20.506  -0.179
96 C 16.630 15.631 19.156  -0.119
97 C 17.586 15.311 17.971  -0.435
98 C 17.746 13.814 17.924  -0.039
99 C 16.992 15.825 16.565  0.001
100 N 18.846 16.138 18.117  -0.032
101 O 19.780 15.806 17.070  -0.075
102 H 20.089 17.975 18.949  0.092
103 H 21.044 17.133 20.376  0.087
104 H 21.461 16.824 18.681  0.080
105 H 21.011 14.309 18.720  0.089
106 H 21.171 14.816 20.396  0.085
107 H 19.850 13.777 20.004  0.066
108 H 19.189 15.837 21.472  0.113
109 H 18.488 17.210 20.658  0.109
110 H 17.299 14.427 20.820  0.091
111 H 16.696 15.908 21.287  0.076
112 H 16.321 16.642 18.919  0.106
113 H 15.721 15.036 19.080  0.109
114 H 16.865 13.213 17.695  0.093
115 H 18.182 13.392 18.822  0.065
116 H 18.479 13.487 17.188  0.069
117 H 15.974 15.476 16.379  0.064
118 H 17.751 15.613 15.844  0.044
119 H 16.960 16.916 16.622  0.077
120 H 19.939 14.843 17.008  0.074
121 C 14.616 17.898 11.726  -0.070
122 O 13.918 17.649 12.969  -0.173
123 C 14.579 16.638 13.718  -0.214
124 C 13.667 16.246 14.878  -0.178
125 O 13.447 17.378 15.710  -0.157
126 C 12.104 17.924 15.773  -0.124
127 C 12.248 19.475 16.069  -0.179
128 O 12.764 19.753 17.370  -0.198
129 C 14.231 19.708 17.451  -0.061
130 H 14.101 18.545 11.001  0.095
131 H 14.984 17.047 11.268  0.047
132 H 15.544 18.428 11.948  0.083
133 H 15.593 16.969 13.937  0.115
134 H 14.673 15.796 13.059  0.071
135 H 14.203 15.453 15.444  0.103
136 H 12.741 15.846 14.434  0.128
137 H 11.569 17.475 16.639  0.124
138 H 11.570 17.771 14.858  0.107
139 H 11.301 19.991 16.140  0.113
140 H 12.841 20.012 15.325  0.121
141 H 14.505 18.777 17.861  0.051
142 H 14.674 20.561 17.895  0.050
143 H 14.635 19.676 16.418  0.090
144 C 20.124 18.067 12.131  -0.089
145 O 18.957 18.029 12.923  -0.182
146 C 19.311 17.833 14.303  -0.206
147 C 20.169 18.917 15.007  -0.199
148 O 19.647 20.221 14.850  -0.138
149 C 18.261 20.284 15.305  -0.133
150 C 17.956 21.771 15.692  -0.170
151 O 16.658 21.849 16.288  -0.206
152 C 16.418 23.165 16.724  -0.129
153 H 20.743 17.236 12.483  0.074
154 H 20.564 19.026 12.217  0.079
155 H 19.801 17.872 11.117  0.090
156 H 19.879 16.900 14.509  0.102
157 H 18.386 17.755 14.862  0.088
158 H 21.176 18.936 14.643  0.106
159 H 20.258 18.606 16.085  0.133
160 H 18.078 19.619 16.222  0.145
161 H 17.637 19.897 14.489  0.122
162 H 17.942 22.494 14.849  0.135
163 H 18.641 22.110 16.452  0.107
164 H 16.323 23.949 15.983  0.090
165 H 17.191 23.466 17.421  0.073
166 H 15.543 23.164 17.326  0.068
167 C 22.631 12.290 15.813  -0.134
168 O 21.595 13.121 15.529  -0.177
169 C 21.636 13.683 14.224  -0.172
170 C 22.225 15.079 14.222  -0.199
171 O 23.590 14.971 14.416  -0.123
172 C 24.233 16.125 14.973  -0.171
173 C 25.263 15.675 15.948  -0.266
174 O 24.653 15.174 17.093  -0.167
175 C 25.668 14.753 18.017  -0.098
176 H 23.219 12.132 14.922  0.093
177 H 22.206 11.270 16.011  0.074
178 H 23.149 12.627 16.717  0.095
179 H 20.639 13.570 13.856  0.108
180 H 22.182 13.142 13.549  0.093
181 H 21.789 15.766 14.999  0.127
182 H 22.105 15.492 13.212  0.121
183 H 23.550 16.888 15.389  0.135
184 H 24.749 16.611 14.158  0.120
185 H 26.068 16.474 16.148  0.145
186 H 25.962 14.970 15.478  0.128
187 H 26.572 15.400 18.122  0.100
188 H 25.923 13.700 17.935  0.082
189 H 25.103 14.795 18.952  0.084
190 C 17.532 11.439 22.265  -0.086
191 O 17.576 10.861 20.962  -0.197
192 C 16.456 11.206 20.123  -0.184
193 C 16.616 10.440 18.792  -0.171
194 O 17.825 10.738 18.097  -0.144
195 C 18.032 10.047 16.918  -0.216
196 C 19.361 10.531 16.311  -0.151
197 O 19.300 9.829 15.025  -0.219
198 C 20.521 9.751 14.303  -0.093
199 H 16.744 10.969 22.883  0.100
200 H 17.452 12.517 22.113  0.066
201 H 18.489 11.175 22.735  0.084
202 H 16.427 12.268 19.901  0.087
203 H 15.509 10.937 20.671  0.140
204 H 15.798 10.750 18.130  0.120
205 H 16.495 9.360 19.064  0.138
206 H 17.278 10.301 16.215  0.095
207 H 18.112 8.905 16.976  0.158
208 H 20.177 10.063 16.888  0.129
209 H 19.408 11.616 16.354  0.103
210 H 21.248 9.215 14.958  0.094
211 H 20.925 10.748 14.196  0.062
212 H 20.289 9.149 13.433  0.090
213 C 13.717 15.553 26.618  -0.115
214 O 14.682 15.737 25.628  -0.210
215 C 15.444 14.579 25.349  -0.202
216 C 16.582 14.918 24.407  -0.206
217 O 17.542 13.928 24.568  -0.155
218 C 18.794 14.348 24.054  -0.185
219 C 19.904 13.418 24.532  -0.224
220 O 20.024 13.432 25.919  -0.152
221 C 19.547 12.203 26.442  -0.091
222 H 13.510 16.512 27.131  0.099
223 H 14.113 14.800 27.288  0.075
224 H 12.755 15.131 26.166  0.103
225 H 14.828 13.656 25.013  0.156
226 H 15.900 14.173 26.256  0.118
227 H 16.983 15.904 24.590  0.119
228 H 16.241 14.923 23.311  0.126
229 H 18.935 15.402 24.398  0.139
230 H 18.713 14.355 22.954  0.100
231 H 20.798 13.731 23.933  0.139
232 H 19.698 12.414 24.165  0.095
233 H 18.500 12.063 26.027  0.109
234 H 19.595 12.207 27.489  0.069
235 H 20.146 11.369 26.109  0.081

Cartesian forces (eV/Å) of the 6 atoms listed first:
0.8 0.2 0.5
-0.6 -0.8 -0.1
-0.2 0.5 -1.3
0.4 -0.1 -0.2
1.1 0.3 -1.9
0.0 -1.6 -0.2